50
Properties=species:S:1:pos:R:3 method="wB97M-V/def2-TZVPD" spin_multiplicity=2 total_charge=+2 homo_energy_ev="-14.26 / -14.26" lumo_energy_ev="-5.210 / -10.931" energy_ev=-87902.2657
H -0.9450 -0.3372 -3.9096
H -4.1377 1.0722 3.8016
N 2.8243 -0.0446 3.8494
N -0.8958 -0.5954 -2.9344
H -1.1323 1.7399 -0.5508
C 2.3283 2.3991 -1.2707
H 1.4229 2.2255 0.4959
H -2.5655 -3.1154 -3.1818
H 3.2446 -2.2492 0.1683
H -1.9611 3.2159 -1.2075
H 3.0518 -0.0939 1.3881
O 2.0485 -2.5839 -2.7454
N 1.5768 1.4598 -1.7003
O -1.5890 -2.0255 -1.4172
H 2.7839 -0.4105 4.7899
H -2.2793 1.3404 4.6312
N 2.7695 -2.0925 -0.7090
H -0.7723 0.4151 4.1843
N -1.9201 2.2457 -0.9298
N 3.8416 -3.5751 -1.9057
N 2.1204 -0.0602 1.7772
H 3.6172 0.5075 3.5552
O -2.8140 0.4279 -0.0878
H 1.9076 -1.6206 -0.4757
Zn -1.7380 -1.2135 0.3524
H -4.0585 2.9167 -1.5867
C -2.4409 0.2690 3.0632
F -0.0547 0.0044 0.1020
H -4.1799 0.2597 2.3110
C -1.6694 -1.5695 -2.5868
H -0.4254 -0.1449 -2.1624
N -3.6258 0.5523 3.1031
H 2.6091 3.5064 0.2260
H 1.8694 0.9974 -2.5493
H 4.0558 -4.0592 -2.7659
C -2.9909 1.5183 -0.6706
N -1.6909 0.7989 4.0142
O -2.0316 -0.5800 2.2472
O 2.9843 3.1091 -2.0396
H -4.9435 1.5374 -0.9386
C 2.8622 -2.7003 -1.8379
O 0.8070 -1.0137 3.3327
H 4.4425 -3.4026 -1.1125
N -2.3162 -2.2003 -3.5289
H 1.3542 -0.0373 1.1195
H -2.2498 -2.0071 -4.5181
H 0.9360 0.9918 -1.0755
C 1.8308 -0.4072 3.0026
N -4.0762 2.0243 -1.1139
N 2.2151 2.6049 -0.0026

***

102
Properties=species:S:1:pos:R:3 method="wB97M-V/def2-TZVPD" smiles="O=CC[C@@]1(P(O)O)CC(=O)N[C@@H]1C[C@@H]1CO1.COC(=O)OC.COC(=O)OC.COC(=O)OC.COC(=O)OC.COC(=O)OC.COC(=O)OC" spin_multiplicity=1 homo_energy_ev=-7.90 lumo_energy_ev=0.448 energy_ev=-86678.5606
H -3.1787 9.5450 6.2418
H 5.3429 -1.0146 -2.1934
O 6.9292 -3.1062 -2.6949
C -1.9039 -3.7166 -6.9079
C -1.7971 7.5428 5.2459
H 1.0015 -1.0997 2.2639
H -4.7496 0.9856 4.0600
C -0.1958 2.9210 0.7518
O -1.4759 -2.4896 -6.6216
H -0.9051 -3.2743 4.6779
C 3.5172 -2.2381 -6.2128
H -5.8502 6.7131 5.2923
O -1.5205 2.9327 0.5911
O 3.8803 -2.9561 -1.7177
C 6.5508 0.0243 -3.6153
C -0.7454 5.4739 5.2041
C 7.6619 -3.0282 -3.9051
H 3.8236 -3.7906 -1.2242
O 1.8027 -4.4753 0.9272
H -9.8432 2.5581 5.2413
H 0.1566 -1.3591 -6.1338
C 5.7860 -2.2099 -5.4011
O -7.5423 5.6196 4.9592
H 7.6061 -3.2630 -5.9905
C 7.8829 -4.3013 -2.9862
H 0.5056 -2.7049 -7.2155
O -7.3639 3.3773 4.7454
O -1.8735 -1.4813 4.7220
O -3.2229 -3.6535 -7.1360
C -3.0591 -0.8797 4.8447
H -4.8807 -4.7299 -7.6196
O 0.2033 4.1735 0.9912
C -8.0173 4.3882 4.7669
C 6.8214 -3.3375 -5.2202
N 4.8304 -2.7124 -6.4290
H -3.3899 -5.3160 -8.3721
O -1.2291 -4.7124 -6.9551
O 0.5152 1.9516 0.6928
C -2.7164 9.6736 5.2635
H 0.2550 5.0651 5.0838
H 6.2023 -1.3041 -5.8799
H -1.1297 5.1772 6.1795
O 2.5314 -2.6395 -6.7246
H 0.1645 -7.2588 2.7620
H 4.1847 -0.2191 -5.4804
H 2.1549 4.0054 0.2936
H -2.5291 -3.3105 3.9829
C 3.6972 -1.1435 -5.1229
H 4.3863 -4.8236 -4.6142
H 0.3710 -6.7092 1.0928
H -2.3055 -3.2369 5.7584
O 0.4584 -5.2524 2.5744
P 3.8143 -3.1818 -3.3563
H 0.1948 -3.0039 -5.4838
H 4.4265 0.0680 -3.2674
H -2.3933 10.7069 5.1630
H 7.0146 -4.9723 -3.0715
H -3.1637 1.7884 0.2178
H 1.0177 -1.9361 0.7065
O 0.7519 -3.1190 2.3979
H 1.8091 5.3664 1.3703
H 7.4277 -0.1472 -2.9450
C 0.7182 -6.5802 2.1174
H -3.7048 -5.6119 -6.6340
C 1.3425 -1.9922 1.7447
H 2.4295 -2.0356 1.8045
H -1.3800 5.0855 4.4078
H 1.7799 -6.8127 2.1939
H -3.4299 9.4514 4.4705
C 4.8257 -1.8403 -4.2342
C -1.9220 -2.9075 4.7929
H -5.8331 5.1077 6.0307
O -2.8739 7.0346 5.4255
C 5.2374 -0.6815 -3.2412
O -9.3403 4.4719 4.6018
H -11.0464 3.4130 4.2653
O -1.5555 8.8514 5.1424
C -4.0507 1.2245 4.8605
H 8.4014 -4.2054 -2.0281
H 8.5008 -2.3067 -3.9789
O 6.6743 0.7564 -4.5485
C -0.0675 -2.4008 -6.3522
C -6.1254 5.6719 5.1459
H 1.9385 3.7381 2.0514
H -1.6944 1.2340 -0.5974
H 5.1486 -2.7415 -7.3905
H -5.6076 5.2967 4.2640
H 6.3990 -4.3371 -5.0876
H -4.5202 1.0822 5.8329
C -3.8198 -4.9078 -7.4577
C -9.9835 3.2161 4.3843
H 2.7523 -1.0486 -4.5678
H -9.6109 2.7450 3.4753
C 1.6105 4.3131 1.1858
O 4.4081 -4.7282 -3.6459
C -2.0910 1.6493 0.3286
H -1.9102 0.9702 1.1616
C 1.0778 -4.2990 1.8714
O -4.1181 -1.4270 5.0063
H -3.7579 2.2677 4.7655
O -2.8618 0.4388 4.7498
O -0.6375 6.8956 5.1153

***

160
Properties=species:S:1:pos:R:3 method="wB97M-V/def2-TZVPD" smiles="[H]/N=C(/N)NCCCCc1c(CCCCCOC)c2c(c(C)c1[C@@H](Cl)[C@@H](C)Cl)Sc1c(C)ccc(CC(N)(N)N)c1N2.O=C1c2ccccc2C(=O)c2ccccc21.O=C1c2ccccc2C(=O)c2ccccc21.O=C1c2ccccc2C(=O)c2ccccc21" spin_multiplicity=1 homo_energy_ev=-8.19 lumo_energy_ev=-0.969 energy_ev=-136457.1877
H -4.3378 -1.5108 -3.4219
H 3.3769 3.6787 1.9278
O -1.5453 0.5693 6.3861
H 4.7548 -0.0258 4.1540
C -4.8467 -3.4694 -4.1490
C 1.0960 0.2614 9.5347
C 8.1205 4.0055 -2.4667
O 4.3808 -0.4242 2.0764
C -4.5230 -2.9557 1.8404
C 7.1563 2.3571 -4.2705
H 0.3964 3.7526 4.0584
C -3.7758 -3.6696 -0.3397
C 3.5539 2.2484 -0.8820
C 0.8332 1.6718 -6.2811
C -6.4411 -1.8951 -3.2667
H -3.5520 -2.3826 9.6570
C 5.5923 1.9628 -8.4527
C -11.2251 -3.1774 -2.8810
O 1.8939 0.1410 10.4444
H -0.2423 3.7219 1.5631
C 0.8697 1.2075 -3.6427
C 1.3824 1.1687 8.3951
C 8.0364 1.8925 -5.3560
H 4.6858 4.1981 -3.7291
H 8.2446 1.4122 -7.5728
H 0.2236 -1.4280 11.4397
C -1.6905 -1.9993 10.6626
H 4.9332 0.1810 -2.2855
N 6.9545 4.6920 -1.8935
H 0.0602 0.1567 -1.2304
H 7.9192 4.9699 -4.3124
H 9.4373 4.8419 -1.0919
C -3.7422 -1.3292 0.2434
C -1.0918 -0.3628 8.4943
C -8.8543 -2.4619 -3.0956
H 3.2326 1.8728 9.2360
C 0.0869 2.8983 2.2642
N 1.0113 3.3753 3.3256
C 2.5476 1.9298 8.3984
C -5.7050 -5.0073 4.8458
H -3.0826 -2.1288 -1.6454
C 2.8314 2.7678 7.3295
H 1.9055 1.8742 1.6235
C -0.1839 -0.4906 9.5469
C 3.5424 2.5640 -3.5184
H -6.6600 -0.9263 -2.8330
H 0.1131 2.1494 5.4040
S 3.5831 3.0152 -6.2767
H -3.8237 -3.7285 -4.3982
C -0.5079 0.4789 -3.7311
C 4.7235 0.4620 3.1434
C 0.8162 1.7632 1.3935
H 1.2564 0.8164 -6.8747
H 5.3336 1.8856 0.3143
H 1.0335 2.5970 -6.8905
Cl -0.3475 -1.3191 -3.3424
H 3.8933 1.2309 3.2024
O -9.1067 -1.3758 -2.6102
H -2.7918 3.0033 -3.2913
H 2.1845 3.4862 5.4105
C -5.1351 -2.2238 -3.5975
H 6.2170 0.1824 1.1203
C -3.4923 -2.3532 -0.6759
H 3.6850 -0.6898 -0.2579
H -5.9942 -8.3681 4.5082
H -1.8851 2.3931 -4.7189
C -0.7750 0.4923 7.3238
H -3.5338 -0.3053 -0.0117
N 1.2715 5.6539 2.5690
H 9.1007 1.6468 -5.1373
C -5.2824 -4.6891 3.5582
H 6.8559 5.5650 -2.4267
H 0.2596 5.5670 2.7432
C -4.2965 -3.9745 0.9140
H 0.4770 0.7460 1.7377
C -11.9679 -5.3097 -3.7175
H 5.6707 1.0379 2.9893
C 5.7463 2.7189 -4.5343
H -0.6858 2.0904 -0.1681
H -3.4490 1.5341 -4.1539
H 8.8566 2.0066 -2.9351
O -4.4649 -6.2661 0.4263
C 7.5921 1.7655 -6.7459
C 0.7927 2.0879 6.2441
H 6.4264 1.8004 -9.1827
H -10.4687 -6.5476 -4.6201
C -12.2403 -4.1004 -3.0834
H -6.2788 -6.5742 6.1924
H -13.2469 -3.8778 -2.7489
C 2.8964 2.0675 -2.2786
H 3.5537 3.7859 3.5340
H -5.2360 -7.8141 2.2278
C -4.2552 -1.6336 1.4973
C 5.4544 -0.6386 1.1490
H -3.0187 -0.9397 7.7299
H -4.4425 -0.8391 2.2098
N 3.2440 4.3252 2.7178
N 4.8530 3.2099 -3.4941
H -0.9202 0.4913 -4.7730
H 6.4877 0.1922 -1.3740
C 1.8123 4.5321 2.8325
C -2.6049 -1.8569 9.6222
H 3.0272 1.7305 -0.0473
H 7.2271 4.9335 -0.9328
C -8.2661 -5.0282 -4.3248
C -7.1804 -4.0524 -4.0575
C -5.3658 -7.0256 2.9594
H 1.6981 0.2581 -0.5103
H 3.7360 3.3651 7.3373
C 5.3939 0.4079 -1.2803
C 1.9576 2.8399 6.2472
H -3.5862 -4.4604 -1.0561
H 9.3916 4.1723 -4.0965
C 0.4384 2.0307 -0.1055
C 1.4794 1.7364 -4.8632
H 5.0827 2.9240 -8.7156
O -8.0247 -6.0913 -4.8631
H -11.4424 -2.2354 -2.3918
H 10.0790 3.6488 -2.0537
C 4.8029 -0.7012 -0.3015
H -0.8195 2.4064 2.6989
C 7.8294 2.4718 -2.8653
C -9.9296 -3.4644 -3.3012
C -4.6111 -5.3849 1.2516
H -0.2754 1.5420 -6.2711
C -0.4829 -1.3179 10.6257
C 0.4957 1.2597 7.3214
C 1.5901 1.3859 -2.3617
C -10.6773 -5.6031 -4.1319
N 8.6610 4.7319 -3.6522
C 5.0733 1.8633 -0.7885
C -2.5207 2.0688 -3.8485
H 0.8442 2.9890 -0.5225
H 5.7196 2.6537 -1.2489
Cl -2.7336 -0.0090 -2.0313
C -5.9547 -6.3283 5.1878
H -12.7640 -6.0263 -3.8832
C -5.0318 -3.2705 3.1989
C -5.1007 -5.7026 2.6166
C -9.6520 -4.6867 -3.9151
H -5.6376 -5.3467 -4.8151
H -1.1831 1.9236 -2.1044
H 5.0957 -1.7036 -0.7198
H -5.8362 -4.2257 5.5846
C -5.8669 -4.3799 -4.3829
C 2.7851 2.3717 -4.7554
C 0.9139 0.8530 -1.0607
C -2.3049 -1.0445 8.5385
C -7.4659 -2.8110 -3.4864
C -1.6241 1.2131 -2.8374
H 7.2999 1.9149 -2.0603
N 9.2593 3.9239 -1.5037
H -1.9232 -2.6400 11.5052
O -5.2332 -2.3834 4.0059
C 5.3312 2.5747 -5.9496
H 6.0233 -1.5838 1.3951
C -5.7920 -7.3371 4.2419
C 6.1969 2.1018 -7.0122
H 4.8612 1.1086 -8.4538
H 3.4938 3.3551 -0.6466

***

46
Properties=species:S:1:pos:R:3 method="wB97M-V/def2-TZVPD" spin_multiplicity=5 total_charge=+1 homo_energy_ev="-12.06 / -12.45" lumo_energy_ev="-2.512 / -6.041" energy_ev=-126877.6177
C 0.5926 -3.3784 0.1832
C -5.8850 0.2930 -0.4935
O -0.7144 0.6572 -1.0337
H 3.4257 2.7473 -1.3884
S 1.5860 -2.2481 -0.6889
As -2.3875 -1.8805 -0.5617
S 2.6359 1.1058 0.0539
O -1.0852 0.9747 1.2758
S -1.5352 1.4697 -0.0517
H 4.2651 -0.0247 1.2088
N 0.5558 -3.3604 1.5271
C 3.0752 3.7813 0.5329
N -0.1095 -4.2711 -0.4729
H -1.2249 -0.9688 -2.2924
H 4.1395 3.7758 0.7607
O 1.8738 1.1290 1.3981
C 5.0430 0.1456 -0.8389
H 5.0609 0.8692 -1.6550
H -6.2649 2.3837 -0.2415
H 4.8134 1.6038 0.7805
H 6.0763 -0.0889 -0.5887
H -3.8642 2.9788 -0.0574
H 2.8117 4.7798 0.1876
H -0.1117 -4.2163 -1.4819
H -6.9321 0.0352 -0.5764
H -5.2046 -1.7408 -0.7140
O -1.5793 -1.8522 -2.1163
H 1.7184 2.9612 -0.9768
H 1.7092 -2.2731 2.7259
H 4.5627 -0.7656 -1.1944
C 4.3434 0.6982 0.3960
O -1.4366 2.8772 -0.2572
H 0.0900 -1.8899 2.7805
H -0.1402 -3.9357 1.9832
O -1.1420 -1.6051 0.6006
C -4.1677 1.9506 -0.1960
C -3.2036 0.9591 -0.2743
C -5.5111 1.6105 -0.3049
Rh 0.5323 -0.4035 0.4665
C -4.9195 -0.7051 -0.5765
O -3.0554 -3.3497 -0.3459
C 2.7121 2.7842 -0.5619
C -3.5747 -0.3846 -0.4729
H 2.5118 3.5871 1.4438
N 0.8658 -2.1476 2.1749
H -0.9514 -4.6677 -0.0658

***

69
Properties=species:S:1:pos:R:3 method="wB97M-V/def2-TZVPD" spin_multiplicity=5 total_charge=+1 homo_energy_ev="-12.85 / -13.19" lumo_energy_ev="-4.176 / -3.688" energy_ev=-89165.0013
O 31.9393 10.8196 -6.8702
H 33.9144 8.7298 -7.5573
C 35.9370 13.0801 -9.7001
N 35.7607 8.1990 -8.4345
C 28.9024 8.9303 -12.3122
O 32.0089 13.7835 -5.7308
H 34.3421 6.9876 -7.6224
O 32.2016 7.6983 -13.0341
O 30.1274 10.0290 -10.7543
O 28.3662 11.0328 -11.3966
C 32.5182 15.8275 -6.7412
H 36.0520 12.0112 -9.5198
H 29.7199 8.9443 -13.0330
H 33.3143 10.5008 -13.1899
N 32.2593 14.3602 -6.7822
O 36.3121 7.5797 -9.2680
H 34.2194 10.9310 -10.1281
H 30.1375 15.0889 -10.2630
O 32.3366 13.7651 -7.8673
C 34.0762 11.2159 -13.5000
O 36.3110 9.0388 -7.7249
N 32.7949 7.7741 -11.9749
H 34.4894 6.8097 -11.2706
O 35.6873 11.2201 -15.1442
N 29.1314 10.0665 -11.3927
B 33.2522 10.9333 -9.6498
C 34.2865 7.6267 -11.9630
H 32.0192 15.0067 -9.9925
H 34.9167 13.3122 -10.0053
H 34.7124 7.3873 -12.9374
N 34.9380 10.5592 -14.5068
O 34.7185 9.3418 -14.6236
H 31.3347 15.5568 -11.5238
H 33.6158 12.1229 -13.8917
H 28.9123 8.0078 -11.7316
H 36.6879 13.2980 -10.4596
C 31.1479 14.9407 -10.6441
H 34.3950 10.2536 -5.6274
H 31.3765 5.9271 -9.2104
H 29.7867 6.7240 -9.1033
C 34.3160 7.9267 -8.1752
H 33.1511 10.3130 -8.7727
H 34.7898 11.5208 -12.7345
N 31.0840 13.4743 -11.0693
H 30.2569 5.5281 -7.8929
H 31.7042 16.4201 -7.1587
N 36.3608 13.8594 -8.4938
H 33.5181 15.9359 -7.1612
Cr 31.2459 10.9655 -8.8537
H 33.8003 7.9747 -9.1342
O 31.6270 10.5353 -4.7390
H 34.7436 8.5735 -11.6752
H 32.5812 16.1467 -5.7008
C 33.7916 11.1569 -5.5368
N 31.1834 7.4427 -7.6742
H 33.0095 11.9296 -9.3139
O 31.1383 8.5738 -8.1031
O 31.6857 7.1399 -6.5927
H 27.9464 9.1020 -12.8068
H 32.4848 10.6597 -10.3572
H 34.0020 11.8669 -6.3365
O 31.3369 13.2009 -12.2325
H 34.0132 11.6883 -4.6113
C 30.6266 6.3312 -8.5304
O 35.7673 13.6980 -7.4814
O 30.7122 12.6073 -10.2967
O 32.2815 7.9951 -10.8790
N 32.3411 10.8249 -5.6941
O 37.1931 14.7508 -8.6383